(1)
This record from the Open Molecules 2025 dataset describes C4H4N2 as an isolated structure. The level of theory is ωB97M-V/def2-TZVPD.

Values from the calculation:
**2S+1**: 1
**Kohn-Sham gap**: 0.379 Ha
**Charge**: 0
**Energy above the lowest of the compared OMol25 structures with the same formula, charge and spin**: 4.525 eV

Each line ends with the Löwdin charge.
CARTESIAN COORDINATES (ANGSTROEM)
1 C 0.54 0.62 0.24  -0.16
2 C 1.26 -0.56 -0.37  -0.14
3 N 0.63 -1.57 0.08  0.07
4 N -0.15 -0.72 0.96  -0.01
5 C -1.33 -0.32 0.27  -0.12
6 C -0.87 0.88 -0.11  -0.07
7 H 1.18 1.47 0.50  0.12
8 H 2.17 -0.59 -0.96  0.10
9 H -2.09 -0.99 -0.12  0.11
10 H -1.34 1.78 -0.48  0.09



(2)
This record from the Open Molecules 2025 dataset describes the molecule C4H4N2O. The level of theory is ωB97M-V/def2-TZVPD.

Values from the calculation:
**2S+1**: 1
**Kohn-Sham gap**: 0.362 Ha
**Charge**: 0
**Energy above the lowest of the compared OMol25 structures with the same formula, charge and spin**: 0.520 eV

Each line ends with the Löwdin charge.
CARTESIAN COORDINATES (ANGSTROEM)
1 O 2.27 -1.16 0.67  0.07
2 C 1.26 -0.76 0.14  -0.50
3 C 1.07 0.62 -0.33  0.01
4 C -0.14 1.16 -0.10  -0.10
5 N -1.19 0.32 0.21  0.04
6 C -1.01 -1.03 -0.01  -0.18
7 N 0.14 -1.59 -0.08  0.16
8 H 1.91 1.18 -0.73  0.11
9 H -0.38 2.21 -0.21  0.12
10 H -2.01 0.64 0.70  0.14
11 H -1.91 -1.60 -0.25  0.13



(3)
This record from the Open Molecules 2025 dataset describes C4H4N2O as an isolated structure. The level of theory is ωB97M-V/def2-TZVPD.

Values from the calculation:
**2S+1**: 1
**Kohn-Sham gap**: 0.338 Ha
**Charge**: 0
**Energy above the lowest of the compared OMol25 structures with the same formula, charge and spin**: 3.128 eV

Each line ends with the Löwdin charge.
CARTESIAN COORDINATES (ANGSTROEM)
1 C -1.95 0.16 -0.13  -0.23
2 C 0.01 -1.72 -0.29  0.07
3 C -0.77 -0.54 0.09  -0.12
4 C 0.64 0.10 0.42  -0.31
5 N -2.97 0.69 -0.18  0.15
6 N 1.00 1.30 -0.38  0.08
7 O 1.29 -1.15 -0.04  -0.05
8 H -0.19 -2.75 -0.46  0.11
9 H 0.91 0.22 1.53  0.17
10 H 1.82 1.73 -0.03  0.05
11 H 0.22 1.95 -0.54  0.08



(4)
This record from the Open Molecules 2025 dataset describes a 2-piece molecular cluster, C4H4N2O overall. The level of theory is ωB97M-V/def2-TZVPD.

Values from the calculation:
**2S+1**: 1
**Kohn-Sham gap (alpha / beta)**: 0.285 / 0.303 Ha
**Charge**: 0
**Energy above the lowest of the compared OMol25 structures with the same formula, charge and spin**: 5.238 eV

Each line ends with the Löwdin charge.
CARTESIAN COORDINATES (ANGSTROEM)
1 C 1.32 1.72 -0.34  -0.22
2 C 0.88 -1.98 0.23  -0.10
3 C -1.76 0.06 -0.26  0.05
4 C 0.36 0.94 0.22  -0.24
5 N 2.11 2.37 -0.92  0.15
6 N 0.00 -2.49 -0.29  0.08
7 O -0.68 0.72 -0.49  -0.05
8 H -2.52 0.26 -0.85  0.04
9 H -1.66 -0.58 0.60  0.08
10 H 1.64 -1.52 0.91  0.09
11 H 0.31 0.51 1.19  0.11



(5)
This record from the Open Molecules 2025 dataset describes the molecule C4H4N2O. The level of theory is ωB97M-V/def2-TZVPD.

Values from the calculation:
**2S+1**: 1
**Kohn-Sham gap**: 0.317 Ha
**Charge**: 0
**Energy above the lowest of the compared OMol25 structures with the same formula, charge and spin**: 2.769 eV

Each line ends with the Löwdin charge.
CARTESIAN COORDINATES (ANGSTROEM)
1 N 2.12 0.58 0.64  0.17
2 C 1.37 -0.35 0.42  -0.17
3 C 0.51 -1.35 0.25  -0.16
4 N -0.71 -1.29 -0.44  0.05
5 C -1.39 -0.22 -0.58  -0.12
6 C -1.13 1.13 0.00  -0.25
7 O -1.52 2.14 -0.55  0.06
8 H 2.83 0.79 -0.07  0.09
9 H 0.83 -2.34 0.55  0.11
10 H -2.30 -0.27 -1.19  0.12
11 H -0.60 1.18 0.97  0.12



(6)
This record from the Open Molecules 2025 dataset describes the molecule C4H4N2O. The level of theory is ωB97M-V/def2-TZVPD.

Values from the calculation:
**2S+1**: 1
**Kohn-Sham gap**: 0.361 Ha
**Charge**: 0
**Energy above the lowest of the compared OMol25 structures with the same formula, charge and spin**: 0.193 eV

Each line ends with the Löwdin charge.
CARTESIAN COORDINATES (ANGSTROEM)
1 O -2.25 -1.37 -0.14  0.04
2 C -1.83 -0.23 -0.08  -0.22
3 C -0.41 0.08 -0.01  -0.25
4 C 0.23 1.28 0.05  -0.09
5 N 1.59 1.08 0.02  0.06
6 C 1.75 -0.23 0.00  -0.18
7 N 0.57 -0.89 -0.01  0.12
8 H -2.50 0.65 -0.09  0.13
9 H -0.23 2.25 0.19  0.11
10 H 2.70 -0.76 0.01  0.12
11 H 0.37 -1.88 0.04  0.16